No. 1
C11H19OP | ωB97M-V/def2-TZVPD

XYZ file:
```
32
Properties=species:S:1:pos:R:3:forces:R:3:lowdin_charge:R:1
C 1.841 0.548 1.707 -0.1132 3.1065 -0.4246 -0.0438
C 2.167 1.711 2.386 -2.8555 -3.1563 -1.4136 -0.0749
C -0.062 1.663 0.498 3.9151 1.6301 1.7559 -0.1079
C 0.687 0.597 0.737 -0.4008 -1.7384 0.9002 -0.3075
C 1.309 2.911 2.206 -0.3079 2.3731 -1.2828 -0.1941
C 0.595 3.003 0.792 0.6026 -0.6346 0.4427 -0.1528
C 0.116 0.098 -2.485 0.8159 0.1977 2.8273 -0.0717
C -0.409 -2.459 -2.207 -0.0432 0.0167 -2.1776 -0.0914
C -2.075 -0.747 -1.376 1.8452 -0.5546 1.2260 -0.0871
C -1.365 -2.627 1.719 2.2480 0.6791 -0.3462 0.0049
C -0.574 -1.038 -1.683 -0.2289 1.4096 2.0863 -0.5969
O 1.543 -1.761 -0.102 1.3795 -0.6964 0.1518 -0.3801
P 0.280 -1.029 0.031 -1.2328 -1.6136 0.4730 0.9020
H 2.372 -0.378 1.808 0.0869 -0.2700 0.1376 0.0854
H 2.679 1.563 3.290 1.2816 0.3205 0.8844 0.0825
H -0.898 1.751 -0.040 -3.2214 -0.4874 -2.0848 0.0548
H 0.524 3.133 2.945 0.2565 -0.8519 0.3295 0.1165
H 1.952 3.801 2.319 -0.1340 -0.1406 -0.2366 0.1073
H 1.372 3.091 -0.014 -0.5294 0.3062 0.6462 0.1298
H -0.153 3.818 0.672 0.7754 -0.3373 0.4324 0.1140
H 0.184 0.988 -1.827 -0.8160 -0.1357 -0.7104 0.0608
H 1.171 0.001 -2.627 0.9347 -1.1109 -0.1189 0.0772
H -0.238 0.336 -3.430 -1.3934 0.3136 -1.6744 0.0577
H -0.254 -2.329 -3.364 -0.7689 -0.7200 1.9796 0.1242
H -1.245 -3.134 -1.908 0.3014 0.6994 -0.6305 0.0901
H 0.474 -2.983 -1.868 0.4577 0.3228 0.2135 0.0538
H -2.559 -1.044 -2.209 -2.0166 -0.6795 -2.9586 0.0386
H -2.424 -1.419 -0.611 0.0278 -0.3807 0.5078 0.0517
H -2.421 0.219 -1.097 0.3534 1.1181 0.0999 0.0681
H -0.829 -2.835 2.651 0.2413 0.3690 -0.4067 -0.0138
H -2.108 -1.909 1.833 -1.3460 1.0214 0.1626 -0.0652
H -1.650 -3.541 1.251 -0.1150 -0.3760 -0.7913 -0.0321
```
Forces are in eV/Å.

Calculated values
Total charge: 0
2S+1: 1
Max |F| in eV/Å: 4.59
E_LUMO (alpha / beta) in eV: -0.1 / -0.2
Frontier orbital gap (alpha / beta) in eV: 7.57 / 7.92


No. 2
C11H20BF2N4OPRhS2 | ωB97M-V/def2-TZVPD

XYZ file:
```
43
Properties=species:S:1:pos:R:3:forces:R:3:lowdin_charge:R:1
Rh 0.278 1.401 -0.260 -0.9758 0.8188 -0.4343 0.6997
S -0.027 1.816 2.234 -0.1109 0.1895 0.3728 0.7239
C 1.592 2.125 2.049 0.2210 -0.6827 -0.3660 -1.0796
S 2.151 2.472 0.442 0.4706 0.2697 0.2962 0.6977
C 2.586 1.743 3.074 -0.1116 0.3173 0.0120 -0.3372
C 2.524 0.471 3.468 -0.0493 0.0661 0.1186 -0.1115
N 2.369 -0.660 3.812 -0.1517 -0.0301 0.1930 0.2550
C 3.665 2.605 3.430 0.1757 -0.2129 -0.1198 -0.1962
N 4.534 3.299 3.720 -0.0527 0.0403 -0.0228 0.1863
F 1.118 0.629 -2.965 -0.0497 0.1357 -0.0649 0.1586
B 0.633 1.628 -2.209 0.1280 -0.4409 0.0360 -0.7349
F 0.286 2.729 -2.847 0.0013 0.0673 0.0758 0.2052
N 2.270 -2.645 0.962 0.0479 0.1074 0.1155 -0.0653
C 2.858 -2.097 -0.255 -0.1199 -0.0621 -0.0019 -0.1875
C 2.419 -0.652 -0.404 0.0286 -0.2191 -0.0278 -0.1762
N 0.927 -0.513 -0.410 0.3664 0.1614 0.1349 -0.1455
C 0.292 -1.273 0.703 -0.0901 -0.1885 -0.0421 -0.1769
C 0.824 -2.693 0.819 0.0497 -0.0394 -0.0904 -0.1967
H 2.679 -1.477 3.291 0.1359 0.0236 -0.1471 0.0924
H 2.646 -3.562 1.165 -0.0272 -0.0328 -0.0601 0.1222
H 2.558 -2.672 -1.145 0.0342 -0.0137 -0.0094 0.1268
H 3.944 -2.129 -0.186 0.0071 0.0445 -0.0365 0.1324
H 2.792 -0.224 -1.331 -0.0022 0.0562 0.0105 0.1223
H 2.807 -0.070 0.426 -0.0478 0.0160 0.0580 0.0785
H 0.587 -0.872 -1.300 0.0722 -0.1176 0.0032 0.1239
H -0.784 -1.285 0.529 -0.0006 0.0828 0.0128 0.1106
H 0.481 -0.733 1.628 0.0579 0.0233 -0.0032 0.0653
H 0.522 -3.273 -0.067 -0.0328 -0.0202 0.0142 0.1242
H 0.380 -3.163 1.696 -0.0476 0.0237 -0.0080 0.1305
C -3.782 -0.551 -0.284 0.0164 -0.0334 0.0058 -0.1596
P -3.115 0.808 -1.242 0.2136 0.0169 0.0440 0.5804
C -2.917 0.251 -2.933 -0.0123 0.0563 -0.0433 -0.1489
C -4.312 2.128 -1.223 -0.0449 0.0365 0.0217 -0.1516
O -1.801 1.288 -0.659 -0.0202 -0.3892 -0.0016 -0.4708
H -4.818 -0.757 -0.551 0.0101 -0.0067 -0.0181 0.0683
H -3.728 -0.281 0.772 -0.0437 -0.0094 0.0063 0.0676
H -3.188 -1.450 -0.452 -0.0162 -0.0092 0.0064 0.0544
H -3.807 -0.265 -3.292 0.0014 0.0080 0.0024 0.0699
H -2.061 -0.422 -2.989 -0.0334 -0.0454 -0.0148 0.0594
H -2.722 1.115 -3.571 0.0136 -0.0190 -0.0119 0.0713
H -5.242 1.809 -1.694 -0.0013 0.0107 0.0025 0.0707
H -3.909 2.988 -1.757 -0.0005 -0.0101 -0.0099 0.0707
H -4.510 2.415 -0.190 -0.0094 0.0104 -0.0087 0.0705
```
Forces are in eV/Å.

Calculated values
Total charge: +1
2S+1: 1
Max |F| in eV/Å: 1.35
E_LUMO in eV: -4.5
Frontier orbital gap in eV: 7.11


No. 3
C11H20BN3O4S2 | ωB97M-V/def2-TZVPD

XYZ file:
```
41
Properties=species:S:1:pos:R:3:forces:R:3:lowdin_charge:R:1
C 2.575 -1.789 2.543 -0.5756 -0.3262 0.3489 -0.0452
B 3.221 -1.435 1.051 -0.0098 0.5518 1.0106 -0.4645
O 4.560 -0.815 1.038 -2.8670 1.1289 -0.6101 0.0263
N 2.354 -1.755 -0.153 1.4589 3.7635 0.1788 0.1595
C 2.681 -0.907 -1.361 1.3362 -3.7157 -7.1110 -0.2616
O 2.931 -1.564 -2.527 -1.5454 4.6692 7.8175 0.0083
O 2.814 0.557 -1.404 -2.0226 -3.2021 1.3066 -0.0771
C 1.657 1.246 -0.813 -0.9589 1.7095 1.3245 -0.1700
C 2.252 2.594 -0.022 1.0059 -0.3589 -0.3893 -0.2044
C 2.233 2.429 1.608 1.3383 0.9532 -1.3652 -0.4559
S 0.534 2.378 2.390 -1.0053 -0.4340 -0.8003 0.8085
C -0.846 2.497 1.132 -1.3000 0.5608 -2.1705 -0.9167
S -1.078 3.816 0.034 0.4953 -3.0147 2.5540 0.6126
N -1.862 1.336 1.116 0.5532 -1.6606 1.1285 -0.1814
C -1.424 -0.028 1.623 -4.7312 -2.1565 -0.6962 -0.0620
C -2.749 -1.030 1.517 2.8400 7.2228 -1.1870 -0.0624
N -3.811 -0.102 0.951 3.4086 2.5723 0.2105 -0.0434
C -3.318 1.329 0.702 2.2580 -5.6598 2.1381 -0.0403
H 2.506 -2.959 2.644 0.1017 2.2069 0.0349 0.0844
H 1.467 -1.377 2.663 2.2130 -0.9024 -0.3286 0.0529
H 3.186 -1.348 3.439 -1.0356 -0.9789 -1.7888 0.0801
H 4.485 0.203 1.008 0.2503 -2.4970 -0.1497 0.1172
H 1.335 -1.775 0.068 1.1767 -0.1350 -0.4405 0.1241
H 1.049 0.554 -0.055 1.4522 1.4153 -1.5617 0.1183
H 0.874 1.650 -1.601 1.8535 -1.2048 1.1958 0.1406
H 3.402 2.669 -0.332 -2.4517 -0.2502 0.6769 0.1335
H 1.766 3.598 -0.420 0.7644 -2.2863 1.1481 0.0940
H 2.803 1.452 1.907 -1.3476 1.6716 -0.4861 0.0745
H 2.820 3.338 2.102 -1.4262 -1.9255 -1.0439 0.1062
H -0.379 -0.383 2.037 -2.3313 1.5691 -1.0759 0.0651
H -2.819 -2.170 1.834 -0.1659 2.9470 -0.9522 0.1103
H -3.882 2.269 0.294 1.2704 -2.3243 0.9445 0.1292
C -2.817 -2.214 -2.874 0.1823 -0.1736 -0.1483 -0.0977
C -3.834 -1.119 -3.121 0.0300 -0.1279 0.4163 -0.3318
O -4.877 -1.200 -2.161 -0.0826 0.0544 0.1659 -0.0995
H -3.292 -3.199 -2.932 0.0282 0.1584 -0.0743 0.0774
H -2.008 -2.168 -3.609 0.0093 -0.0527 0.0935 0.0729
H -2.388 -2.126 -1.871 0.0383 0.0926 -0.0773 0.0596
H -4.276 -1.224 -4.116 -0.0870 0.0474 0.2037 0.1116
H -3.370 -0.130 -3.052 0.1403 0.0274 -0.1882 0.1028
H -4.475 -1.098 -1.281 -0.2614 0.0650 -0.2522 0.0440
```
Forces are in eV/Å.

Calculated values
Total charge: 0
2S+1: 1
Max |F| in eV/Å: 9.24
E_LUMO in eV: -2.0
Frontier orbital gap in eV: 7.08


No. 4
C11H20Cl | ωB97M-V/def2-TZVPD

XYZ file:
```
32
Properties=species:S:1:pos:R:3:forces:R:3:lowdin_spin:R:1
Cl 1.928 1.014 -2.708 0.4582 0.2499 -1.3191 0.4787
H 0.136 0.817 -1.360 -0.4782 0.0241 1.0208 0.0010
C -0.036 0.780 -0.254 0.1896 0.2688 -0.4858 0.0031
C -1.315 1.549 0.070 -0.0620 -0.0014 0.2061 0.0001
C -2.584 0.843 -0.406 -0.0340 0.0125 -0.1715 0.0000
C -2.587 -0.666 -0.136 -0.2213 0.0317 0.0456 0.0001
C -1.290 -1.355 -0.538 0.1860 0.0492 0.0807 0.0007
C -0.066 -0.705 0.120 -0.0457 -0.1404 0.1799 0.0006
C 1.210 -1.372 -0.418 -0.0197 0.0551 0.0285 0.0013
C 2.490 -0.725 0.122 0.0055 -0.0455 -0.6688 0.0328
C 2.458 0.789 -0.044 -0.2412 -0.5328 1.7494 0.3178
C 1.172 1.461 0.398 -0.1180 0.0567 -1.0718 0.0300
C -0.120 -0.877 1.641 -0.1638 -0.2738 0.0633 0.0019
H -1.373 1.726 1.154 0.0195 -0.0675 -0.0960 0.0001
H -1.258 2.544 -0.396 0.0197 -0.1967 0.1484 0.0000
H -3.455 1.298 0.080 0.0644 -0.0356 -0.1613 0.0000
H -2.693 1.021 -1.484 0.0004 -0.1037 0.0774 0.0001
H -2.778 -0.845 0.927 -0.0004 0.0032 -0.0618 0.0000
H -3.424 -1.123 -0.672 -0.0029 0.0125 0.0469 0.0000
H -1.319 -2.414 -0.254 -0.0528 0.0304 -0.0695 0.0000
H -1.159 -1.319 -1.628 -0.0423 0.0392 0.0948 0.0002
H 1.193 -2.444 -0.179 0.0268 0.1409 -0.0368 -0.0001
H 1.215 -1.272 -1.509 -0.0376 -0.1499 0.1220 0.0006
H 2.642 -1.006 1.173 0.0366 0.2784 -0.0709 0.0179
H 3.352 -1.115 -0.433 -0.0624 -0.0254 0.1846 0.0035
H 3.338 1.265 0.395 0.1606 0.1228 -0.4934 0.0131
H 2.465 0.988 -1.271 0.2317 0.0031 0.3607 0.0769
H 1.203 2.492 0.033 -0.0262 0.1157 0.3528 0.0024
H 1.057 1.457 1.489 0.2287 0.1344 -0.1338 0.0167
H -0.150 -1.945 1.884 -0.0259 0.0794 0.0479 0.0000
H 0.758 -0.452 2.133 -0.1592 -0.0933 0.0119 0.0006
H -1.011 -0.410 2.071 0.1658 -0.0420 0.0187 0.0000
```
Forces are in eV/Å.

Calculated values
Total charge: 0
2S+1: 2
Max |F| in eV/Å: 1.84
E_LUMO (alpha / beta) in eV: 0.8 / -2.3
Frontier orbital gap (alpha / beta) in eV: 10.26 / 7.80


No. 5
C11H20Cl2IrN2S | ωB97M-V/def2-TZVPD

XYZ file:
```
37
Properties=species:S:1:pos:R:3:forces:R:3:lowdin_spin:R:1
Ir 0.092 0.232 -0.141 -0.1603 -1.6686 -2.2702 1.4423
Cl -1.930 0.633 -1.334 -1.1626 0.8094 -0.4794 0.2142
Cl -1.353 -1.303 0.935 -1.1535 -1.4258 0.5846 0.1106
C 0.385 0.921 1.624 -0.5451 3.1862 3.9979 0.8025
H 0.903 1.867 1.823 0.0901 -0.2914 0.0700 0.0582
H -0.295 0.631 2.429 0.1083 -0.0298 0.0224 0.0630
C 1.125 0.803 -1.880 1.0467 0.4035 -1.4534 0.1873
C 1.655 1.553 -0.775 -0.3541 -0.5822 -0.0878 0.0192
H 1.626 -0.141 -2.157 0.0648 0.5406 0.0229 0.0366
C 1.369 3.017 -0.617 -0.1182 0.3173 -0.5516 0.0072
H 2.616 1.241 -0.336 -0.4636 -0.0045 -0.0890 0.0008
C 0.164 3.482 -1.454 0.2454 -0.1313 0.0975 0.0002
H 1.232 3.286 0.435 0.0810 -0.0580 -0.0702 0.0037
H 2.269 3.536 -0.982 -0.0828 0.2586 0.1184 0.0012
C 0.353 3.040 -2.904 0.2036 -0.0225 -0.0080 0.0010
H -0.773 3.053 -1.071 0.2706 0.1121 0.0227 0.0004
H 0.092 4.578 -1.407 -0.0487 -0.1608 0.0264 0.0000
C 0.464 1.518 -3.063 -0.3744 -0.4172 0.0548 0.0250
H -0.479 3.414 -3.510 0.1100 -0.0371 -0.0591 0.0002
H 1.278 3.490 -3.291 -0.0940 0.1390 0.0481 0.0005
H -0.548 1.116 -3.219 0.4163 0.0243 0.0094 0.0041
H 1.045 1.281 -3.964 -0.0178 0.1005 0.0327 0.0059
S 1.731 -0.832 0.988 1.5120 -2.7381 0.0607 0.3860
C 1.445 -2.540 1.384 0.8709 3.2997 0.2939 0.3194
N 0.946 -2.804 2.614 -0.2324 -0.4583 1.1330 0.1036
C 0.386 -4.128 2.818 -0.3266 0.4099 0.0326 0.0195
C 1.428 -5.147 2.404 0.2057 -0.5405 0.4267 0.0044
C 1.736 -4.976 0.930 0.0681 0.4938 -0.5404 0.0169
N 1.779 -3.547 0.576 0.1752 -1.6214 -0.6412 0.1331
H 0.399 -2.042 3.001 0.1083 -0.0928 -0.2756 0.0054
H -0.508 -4.200 2.185 -0.1617 -0.3548 0.0562 0.0079
H 0.086 -4.231 3.868 0.1431 -0.0204 -0.2512 0.0001
H 1.068 -6.173 2.599 0.1203 0.3703 -0.1606 0.0011
H 2.349 -5.011 2.998 -0.3666 0.0816 -0.1397 0.0008
H 0.977 -5.474 0.322 -0.1844 -0.0341 0.0217 0.0079
H 2.697 -5.437 0.660 -0.1134 0.1054 0.1395 0.0023
H 2.188 -3.282 -0.296 0.1198 0.0377 -0.1947 0.0077
```
Forces are in eV/Å.

Calculated values
Total charge: -1
2S+1: 5
Max |F| in eV/Å: 5.14
E_LUMO (alpha / beta) in eV: 2.8 / 2.3
Frontier orbital gap (alpha / beta) in eV: 4.15 / 6.87


No. 6
C11H20FeO4PS2 | ωB97M-V/def2-TZVPD

XYZ file:
```
39
Properties=species:S:1:pos:R:3:forces:R:3:lowdin_spin:R:1
Fe -1.100 0.437 -0.902 -0.0626 1.1298 -0.1674 3.8876
C -1.566 -4.760 -2.971 0.0114 -0.0300 0.0232 0.0000
C -0.542 -3.645 -3.109 -0.1807 -0.0619 0.1459 0.0000
O -1.017 -2.459 -2.508 0.1120 0.0559 -0.0960 0.0051
P -0.628 -1.947 -1.007 -0.0875 -0.5684 -0.0701 0.0486
S -1.734 1.035 -2.845 -0.0330 -0.1703 0.1374 0.7560
S 1.129 -2.716 -0.458 -0.0183 0.0176 -0.0182 0.0320
O -1.836 -2.781 -0.223 -0.0059 -0.1366 0.2005 0.0165
C -2.076 -2.457 1.144 0.0222 0.0035 -0.0350 0.0023
C -1.393 -3.424 2.095 0.0409 -0.0985 -0.0750 0.0003
H -1.213 -5.665 -3.480 -0.0434 0.0401 0.0257 0.0000
H -2.523 -4.457 -3.403 0.0540 -0.0262 0.0138 0.0000
H -1.723 -4.982 -1.914 0.0049 -0.0022 -0.0578 0.0001
H -0.365 -3.410 -4.160 0.0000 0.0215 -0.0993 0.0001
H 0.403 -3.941 -2.655 0.1258 -0.0039 0.0436 0.0008
H -3.156 -2.498 1.284 -0.1129 0.0658 -0.0030 0.0001
H -1.772 -1.429 1.356 0.0335 0.0681 -0.0096 0.0019
H -1.782 -4.437 1.948 0.0303 0.0357 0.0330 0.0001
H -1.573 -3.122 3.133 -0.0078 -0.0225 -0.0733 0.0001
H -0.320 -3.439 1.900 -0.0288 0.0124 0.0440 0.0001
C 2.169 4.617 -0.138 0.0246 -0.0217 0.0014 0.0021
C 2.234 3.331 0.703 -0.0975 0.0256 -0.0659 0.0062
C 3.678 2.814 0.725 0.0280 -0.0116 -0.0143 0.0020
C 1.782 3.644 2.136 0.0251 0.0034 0.0503 0.0012
C 1.339 2.318 0.119 0.0473 -0.1064 -0.0310 0.0497
C 0.588 1.486 -0.363 -0.0257 0.1977 0.2662 0.0728
H 2.898 5.354 0.221 -0.0388 -0.0032 0.0145 0.0004
H 1.169 5.051 -0.084 0.0185 -0.0160 -0.0193 0.0001
H 2.377 4.392 -1.185 0.0238 0.0100 0.0214 0.0001
H 4.353 3.582 1.121 -0.0011 -0.0149 0.0131 0.0003
H 3.999 2.549 -0.283 -0.0003 -0.0020 0.0169 0.0001
H 3.754 1.922 1.349 -0.0111 0.0030 -0.0333 0.0001
H 2.444 4.387 2.600 -0.0329 -0.0217 -0.0263 0.0002
H 1.789 2.735 2.741 0.0187 0.0351 -0.0180 0.0001
H 0.761 4.030 2.132 0.0288 -0.0062 0.0097 0.0001
O -3.480 2.090 2.161 0.2681 -0.1405 -0.3337 0.0113
C -2.645 1.984 1.256 -0.2486 -0.0850 0.2739 0.0096
O -2.380 0.942 0.568 -0.0689 -0.4033 0.0297 0.0919
H -2.044 2.869 0.998 0.1879 0.2279 -0.1178 0.0001
```
Forces are in eV/Å.

Calculated values
Total charge: -2
2S+1: 6
Max |F| in eV/Å: 1.14
E_LUMO (alpha / beta) in eV: 4.9 / 4.9
Frontier orbital gap (alpha / beta) in eV: 6.01 / 6.25